No. 1
The following is a DFT calculation (ωB97M-V/def2-TZVPD) of C6H7ClO as an isolated structure at a distorted geometry.

Summary:
orbital gap = 9.79 eV
spin multiplicity = 1
LUMO energy = 0.84 eV

Atoms and positions in Å:
C (0.48, -0.48, -0.45)
C (0.07, -0.77, 0.98)
C (-1.09, 0.18, 0.52)
C (-0.96, -0.55, -0.83)
C (-0.38, 1.50, 0.32)
C (0.74, 1.03, -0.26)
H (2.37, -0.44, -0.75)
H (0.51, -0.59, 1.93)
H (-0.39, -1.77, 1.05)
H (-1.96, 0.37, 1.09)
H (-1.45, -1.64, -0.81)
H (-1.24, -0.04, -1.75)
H (-0.53, 2.56, 0.76)
O (1.59, -1.06, -1.18)
Cl (2.25, 1.71, -0.61)

These are the natural (NBO) partial charges, in e, on atoms 1 to 5: atom 1 (C): 0.184, atom 2 (C): -0.394, atom 3 (C): -0.248, atom 4 (C): -0.374, atom 5 (C): -0.225



No. 2
The following is a DFT calculation (ωB97M-V/def2-TZVPD) of C28H18ClMoN5O2S as an isolated structure at a distorted geometry.

Summary:
total charge = +2
orbital gap (spin up / spin down) = 6.88 / 6.26 eV
spin multiplicity = 3
expectation value of S² = 2.080
LUMO energy (spin up / spin down) = -6.71 / -7.41 eV

Atoms and positions in Å:
Mo (-0.32, 0.23, 0.47)
Cl (5.44, 3.40, 3.66)
C (4.00, 2.90, 2.87)
C (3.07, 3.87, 2.45)
C (1.92, 3.49, 1.81)
C (1.64, 2.14, 1.55)
O (0.53, 1.78, 0.96)
C (2.59, 1.15, 1.93)
C (2.44, -0.22, 1.61)
N (1.45, -0.74, 0.93)
C (1.48, -2.10, 0.56)
C (2.47, -3.03, 0.86)
C (2.37, -4.35, 0.38)
C (1.34, -4.75, -0.41)
C (0.30, -3.85, -0.73)
C (-0.83, -4.19, -1.50)
C (-1.81, -3.25, -1.70)
C (-1.67, -1.98, -1.15)
N (-0.61, -1.61, -0.45)
C (0.37, -2.53, -0.22)
C (3.76, 1.56, 2.61)
H (3.27, 4.91, 2.66)
H (1.19, 4.23, 1.50)
H (3.26, -0.86, 1.92)
H (3.32, -2.77, 1.46)
H (3.15, -5.04, 0.66)
H (1.29, -5.76, -0.79)
H (-0.90, -5.18, -1.92)
H (-2.70, -3.49, -2.27)
H (-2.45, -1.23, -1.28)
H (4.48, 0.82, 2.93)
C (1.41, 0.77, -3.57)
C (1.19, 0.31, -2.27)
N (0.15, 0.72, -1.53)
C (-0.72, 1.59, -2.10)
C (-0.56, 2.13, -3.39)
C (0.55, 1.70, -4.13)
C (-1.53, 3.05, -3.88)
C (-2.63, 3.37, -3.14)
C (-2.85, 2.78, -1.86)
C (-3.99, 3.01, -1.09)
C (-4.11, 2.37, 0.13)
C (-3.10, 1.52, 0.57)
N (-1.98, 1.28, -0.12)
C (-1.87, 1.90, -1.33)
H (2.26, 0.38, -4.12)
H (1.87, -0.40, -1.82)
H (0.72, 2.07, -5.13)
H (-1.38, 3.49, -4.86)
H (-3.36, 4.06, -3.52)
H (-4.77, 3.68, -1.44)
H (-4.98, 2.50, 0.75)
H (-3.18, 1.02, 1.53)
O (-2.56, -2.43, 1.57)
S (-2.07, -1.55, 2.61)
N (-1.18, -0.48, 1.93)

These are the natural (NBO) partial charges, in e, on atoms 1 to 5: atom 1 (Mo): 1.495, atom 2 (Cl): 0.080, atom 3 (C): -0.075, atom 4 (C): -0.125, atom 5 (C): -0.242



No. 3
The following is a DFT calculation (ωB97M-V/def2-TZVPD) of a 2-piece molecular cluster, C3H11N2 overall at a distorted geometry.

Summary:
total charge = +1
orbital gap = 5.07 eV
spin multiplicity = 1
LUMO energy = -9.28 eV

Atoms and positions in Å:
C (-0.05, 0.99, -1.17)
N (1.33, 1.19, -1.65)
C (-0.30, -0.38, -0.41)
N (-1.13, -0.21, 0.83)
C (-0.99, -1.40, 1.71)
H (-0.76, 1.14, -2.02)
H (-0.23, 1.87, -0.40)
H (2.11, 1.34, -0.97)
H (1.58, 1.47, -2.57)
H (0.77, -0.90, -0.23)
H (-0.85, -1.06, -1.07)
H (-0.07, 0.41, 0.95)
H (1.43, 0.67, 1.21)
H (-1.97, -1.86, 1.88)
H (-0.59, -1.21, 2.70)
H (-0.27, -2.05, 1.21)

These are the natural (NBO) partial charges, in e, on atoms 1 to 5: atom 1 (C): -0.262, atom 2 (N): -0.664, atom 3 (C): -0.308, atom 4 (N): -0.312, atom 5 (C): -0.460



No. 4
The following is a DFT calculation (ωB97M-V/def2-TZVPD) of C2H40BeO20 as an isolated structure at a distorted geometry.

Summary:
orbital gap = 9.41 eV
spin multiplicity = 1
LUMO energy = -0.33 eV

Atoms and positions in Å:
Be (-0.94, 1.94, -0.87)
O (-0.95, 0.69, -1.72)
C (-0.64, -0.13, -0.69)
C (0.47, 0.47, 0.16)
O (0.14, 1.84, 0.24)
H (-0.23, -1.00, -1.15)
H (-1.50, -0.27, -0.12)
H (1.46, 0.47, -0.22)
H (0.48, 0.12, 1.13)
O (0.00, 0.53, 3.70)
H (0.86, 0.79, 3.38)
H (0.05, -0.39, 3.99)
O (-2.24, -2.71, -1.81)
H (-2.74, -1.87, -1.83)
H (-1.86, -2.74, -2.66)
O (0.43, -3.98, -0.49)
H (-0.35, -3.49, -0.28)
H (1.09, -3.32, -0.74)
O (-0.42, 3.32, -1.91)
H (-0.45, 4.24, -1.90)
H (0.43, 3.05, -2.24)
O (2.05, -2.25, -2.01)
H (2.63, -1.55, -1.70)
H (1.45, -1.73, -2.53)
O (0.39, -0.73, -3.65)
H (0.07, -0.06, -3.01)
H (-0.35, -1.32, -3.74)
O (2.04, -2.00, 0.95)
H (1.20, -1.94, 1.40)
H (1.94, -1.27, 0.34)
O (-0.38, -2.11, 2.22)
H (-0.80, -2.99, 2.19)
H (-1.03, -1.57, 1.75)
O (1.88, 2.45, 2.10)
H (1.14, 2.23, 1.52)
H (1.95, 3.35, 1.83)
O (3.75, -0.38, -0.87)
H (3.83, 0.42, -0.36)
H (4.50, -0.98, -0.72)
O (2.17, 2.44, -2.02)
H (2.99, 2.12, -2.27)
H (1.92, 1.93, -1.30)
O (4.01, 1.43, 1.08)
H (4.39, 2.28, 0.78)
H (3.14, 1.76, 1.42)
O (-4.20, 0.83, 0.53)
H (-3.65, 0.80, 1.29)
H (-4.04, 0.03, 0.01)
O (-2.10, 0.93, 2.23)
H (-2.43, 1.47, 2.88)
H (-1.24, 0.74, 2.64)
O (-3.28, -0.43, -2.44)
H (-3.54, 0.03, -3.23)
H (-2.42, -0.13, -2.24)
O (-3.41, -1.97, 0.73)
H (-3.58, -2.32, 1.63)
H (-3.12, -2.78, 0.33)
O (2.44, -0.28, 3.08)
H (2.23, -0.89, 2.39)
H (2.73, -0.88, 3.75)
O (-2.47, 2.52, -0.53)
H (-3.17, 1.92, -0.31)
H (-2.70, 3.31, -0.09)

These are the natural (NBO) partial charges, in e, on atoms 1 to 5: atom 1 (Be): 1.701, atom 2 (O): -1.069, atom 3 (C): -0.125, atom 4 (C): -0.128, atom 5 (O): -1.085



No. 5
The following is a DFT calculation (ωB97M-V/def2-TZVPD) of C32H36BrCsN9O5S4 as an isolated structure.

Summary:
total charge = +1
orbital gap = 7.63 eV
spin multiplicity = 1
LUMO energy = -2.90 eV

Atoms and positions in Å:
Cs (0.24, -0.29, -0.38)
N (2.15, -3.97, 2.62)
C (3.07, -4.24, 1.62)
C (4.31, -4.87, 1.62)
C (4.95, -4.96, 0.40)
C (4.38, -4.46, -0.78)
C (3.15, -3.83, -0.77)
C (2.49, -3.71, 0.46)
N (1.27, -3.12, 0.76)
C (1.11, -3.30, 2.04)
C (-0.04, -2.84, 2.81)
C (-0.40, -3.26, 4.06)
S (-1.80, -2.44, 4.57)
C (-1.80, -1.55, 3.10)
N (-0.85, -1.86, 2.27)
H (2.27, -4.15, 3.60)
H (4.75, -5.28, 2.52)
H (5.92, -5.45, 0.35)
H (4.91, -4.57, -1.71)
H (2.70, -3.46, -1.68)
H (0.06, -4.02, 4.67)
H (-2.53, -0.78, 2.91)
O (-1.90, 1.12, -1.79)
C (-1.80, 2.43, -2.32)
C (-0.58, 2.56, -3.20)
C (-0.63, 3.37, -4.32)
C (0.52, 3.55, -5.07)
C (1.68, 2.90, -4.68)
C (1.63, 2.10, -3.55)
N (0.53, 1.92, -2.82)
H (-2.65, 1.10, -1.16)
H (-1.70, 3.16, -1.51)
H (-2.69, 2.69, -2.90)
H (-1.55, 3.86, -4.61)
H (0.51, 4.18, -5.95)
H (2.61, 3.01, -5.23)
H (2.51, 1.57, -3.21)
S (-0.35, 1.51, 2.68)
C (-0.56, 3.16, 2.76)
N (-1.46, 3.80, 3.49)
C (-1.63, 5.22, 3.25)
C (-0.28, 5.71, 2.74)
S (0.40, 4.29, 1.82)
H (-2.16, 3.26, 3.99)
H (-1.92, 5.73, 4.17)
H (-2.42, 5.39, 2.51)
H (0.39, 5.95, 3.56)
H (-0.38, 6.57, 2.08)
C (-5.53, -6.22, 2.92)
C (-5.39, -4.82, 3.49)
S (-5.97, -3.63, 2.30)
O (-7.40, -3.79, 2.12)
O (-5.11, -3.68, 1.14)
C (-5.69, -2.06, 3.08)
C (-6.24, -0.95, 2.17)
N (-5.20, -0.05, 1.68)
C (-4.72, -0.02, 0.41)
N (-3.81, 0.93, 0.26)
C (-3.69, 1.56, 1.45)
C (-4.55, 0.98, 2.34)
N (-4.70, 1.27, 3.72)
O (-4.09, 2.23, 4.16)
O (-5.34, 0.49, 4.40)
C (-5.17, -0.93, -0.68)
H (-5.18, -6.95, 3.65)
H (-4.94, -6.34, 2.01)
H (-6.57, -6.45, 2.69)
H (-4.35, -4.56, 3.70)
H (-6.00, -4.68, 4.38)
H (-4.61, -1.97, 3.20)
H (-6.16, -2.05, 4.06)
H (-6.99, -0.37, 2.70)
H (-6.71, -1.37, 1.29)
H (-3.00, 2.37, 1.63)
H (-6.21, -0.70, -0.96)
H (-5.12, -1.97, -0.38)
H (-4.54, -0.76, -1.54)
Br (4.86, -2.08, -4.99)
C (4.67, -1.38, -3.25)
C (5.77, -1.22, -2.43)
C (5.55, -0.71, -1.16)
C (4.26, -0.39, -0.77)
N (3.20, -0.55, -1.57)
C (3.41, -1.04, -2.79)
H (6.76, -1.48, -2.77)
H (6.38, -0.56, -0.47)
H (4.06, 0.00, 0.22)
H (2.54, -1.16, -3.43)

These are the Löwdin partial charges, in e, on atoms 1 to 5: atom 1 (Cs): 0.873, atom 2 (N): 0.173, atom 3 (C): -0.184, atom 4 (C): -0.014, atom 5 (C): -0.080



No. 6
The following is a DFT calculation (ωB97M-V/def2-TZVPD) of C28H20F3N2O3PS2 as an isolated structure at a distorted geometry.

Summary:
orbital gap = 7.43 eV
spin multiplicity = 1
LUMO energy = -0.14 eV

Atoms and positions in Å:
C (3.64, 4.93, -0.36)
C (2.30, 5.00, 0.06)
C (1.53, 3.84, 0.11)
C (2.08, 2.60, -0.29)
P (0.98, 1.19, -0.58)
C (0.26, 1.55, -2.23)
C (-0.79, 0.77, -2.74)
C (-1.29, 0.99, -4.03)
C (-0.75, 1.99, -4.84)
C (0.32, 2.76, -4.36)
C (0.81, 2.54, -3.07)
C (1.91, -0.33, -0.73)
C (2.13, -1.06, 0.45)
C (2.79, -2.28, 0.39)
C (3.28, -2.76, -0.83)
C (3.02, -2.05, -2.01)
C (2.30, -0.85, -1.98)
C (-0.15, 0.94, 0.75)
C (-1.08, 1.99, 0.87)
N (-1.88, 2.84, 1.04)
C (3.44, 2.53, -0.62)
C (4.21, 3.70, -0.67)
H (4.24, 5.84, -0.45)
H (1.87, 5.97, 0.33)
H (0.48, 3.91, 0.41)
H (-1.22, -0.04, -2.15)
H (-2.11, 0.38, -4.41)
H (-1.13, 2.17, -5.85)
H (0.78, 3.53, -4.98)
H (1.66, 3.14, -2.73)
H (1.76, -0.69, 1.40)
H (2.92, -2.86, 1.30)
H (3.87, -3.68, -0.87)
H (3.36, -2.43, -2.98)
H (2.03, -0.32, -2.90)
H (0.09, 0.43, 1.68)
H (3.89, 1.57, -0.87)
H (5.26, 3.63, -0.98)
F (-2.71, -6.36, 4.67)
C (-1.90, -5.33, 5.01)
F (-2.69, -4.41, 5.62)
F (-1.02, -5.80, 5.95)
S (-0.86, -4.63, 3.73)
N (-1.86, -3.41, 2.92)
C (-3.28, -3.35, 2.78)
O (-4.09, -4.21, 3.08)
C (-3.48, -2.06, 2.09)
C (-2.36, -1.67, 1.38)
C (-2.39, -0.65, 0.44)
C (-3.53, 0.15, 0.38)
C (-4.64, -0.14, 1.20)
C (-4.63, -1.27, 2.03)
S (-0.93, -2.56, 1.79)
O (0.04, -1.80, 2.54)
O (-0.52, -3.38, 0.68)
H (-1.48, -0.49, -0.15)
H (-3.51, 1.03, -0.26)
H (-5.52, 0.52, 1.17)
H (-5.46, -1.56, 2.68)

These are the natural (NBO) partial charges, in e, on atoms 1 to 5: atom 1 (C): -0.201, atom 2 (C): -0.197, atom 3 (C): -0.213, atom 4 (C): -0.326, atom 5 (P): 1.589



No. 7
The following is a DFT calculation (ωB97M-V/def2-TZVPD) of a single C4H8N2O2 molecule at a distorted geometry.

Summary:
orbital gap = 9.14 eV
spin multiplicity = 1
LUMO energy = 0.83 eV

Atoms and positions in Å:
C (0.41, 2.38, 1.22)
O (0.90, 1.27, 0.41)
C (0.13, 0.23, 0.29)
N (-1.20, 0.24, 0.35)
N (-1.86, -0.95, 0.04)
C (-0.60, -1.89, -0.40)
C (0.65, -0.95, -0.34)
O (1.28, -0.58, -1.67)
H (-0.17, 2.04, 2.01)
H (1.28, 3.10, 1.39)
H (-0.43, 3.14, 0.88)
H (-2.52, -1.43, 0.77)
H (-0.66, -2.63, 0.31)
H (-0.60, -2.14, -1.46)
H (1.50, -1.29, 0.10)
H (2.00, 0.01, -1.22)

These are the natural (NBO) partial charges, in e, on atoms 1 to 5: atom 1 (C): -0.280, atom 2 (O): -0.487, atom 3 (C): 0.443, atom 4 (N): -0.306, atom 5 (N): -0.454



No. 8
The following is a DFT calculation (ωB97M-V/def2-TZVPD) of a 13-piece molecular cluster, C28H68N12O21S overall at a distorted geometry.

Summary:
orbital gap = 8.52 eV
spin multiplicity = 1
LUMO energy = -0.18 eV

Atoms and positions in Å:
C (-4.60, 19.32, 3.39)
N (-5.56, 20.48, 3.61)
O (-5.17, 21.48, 4.16)
O (-6.70, 20.29, 3.22)
H (-4.03, 19.63, 2.52)
H (-5.25, 18.46, 3.30)
H (-4.10, 19.26, 4.35)
C (-12.88, 13.97, 0.98)
N (-12.67, 13.56, 2.38)
O (-11.59, 13.86, 2.85)
O (-13.59, 13.01, 2.97)
H (-13.27, 14.99, 1.05)
H (-13.61, 13.26, 0.59)
H (-11.93, 13.96, 0.46)
C (-11.80, 16.57, -2.74)
N (-11.62, 15.12, -2.93)
O (-11.40, 14.72, -4.06)
O (-11.64, 14.45, -1.92)
H (-12.86, 16.69, -2.49)
H (-11.56, 17.26, -3.53)
H (-11.27, 16.76, -1.81)
C (-12.97, 20.23, -0.55)
N (-12.22, 19.71, -1.71)
O (-12.89, 19.50, -2.71)
O (-11.03, 19.58, -1.59)
H (-12.48, 19.90, 0.36)
H (-13.99, 19.84, -0.57)
H (-12.98, 21.32, -0.59)
C (-8.21, 24.43, 1.45)
N (-8.46, 22.95, 1.49)
O (-8.50, 22.43, 2.59)
O (-8.75, 22.38, 0.45)
H (-7.81, 24.66, 0.46)
H (-7.59, 24.70, 2.30)
H (-9.22, 24.83, 1.59)
C (-9.41, 15.91, 4.61)
C (-9.37, 16.20, 6.12)
O (-8.05, 16.64, 6.37)
S (-6.98, 15.87, 5.39)
O (-6.62, 14.58, 5.93)
O (-5.86, 16.75, 4.94)
O (-8.06, 15.73, 4.15)
H (-9.89, 16.74, 4.09)
H (-10.07, 15.09, 4.31)
H (-9.60, 15.31, 6.71)
H (-9.95, 17.04, 6.51)
C (-10.64, 20.13, 6.51)
O (-11.64, 20.20, 7.22)
N (-9.37, 20.11, 7.00)
C (-8.20, 20.22, 6.16)
C (-9.12, 20.56, 8.38)
H (-10.66, 19.88, 5.44)
H (-7.61, 21.13, 6.29)
H (-8.42, 20.21, 5.10)
H (-7.53, 19.39, 6.38)
H (-8.26, 20.07, 8.84)
H (-8.96, 21.63, 8.36)
H (-9.97, 20.36, 9.03)
C (-5.34, 18.27, -0.22)
O (-5.28, 19.16, 0.63)
N (-4.40, 17.95, -1.11)
C (-4.57, 16.89, -2.11)
C (-3.23, 18.80, -1.29)
H (-6.25, 17.67, -0.32)
H (-3.72, 16.21, -2.04)
H (-4.55, 17.33, -3.11)
H (-5.51, 16.34, -2.15)
H (-3.35, 19.36, -2.22)
H (-3.21, 19.50, -0.45)
H (-2.28, 18.26, -1.24)
C (-14.78, 17.73, 1.57)
O (-14.48, 17.00, 0.61)
N (-15.80, 17.48, 2.39)
C (-16.10, 18.35, 3.53)
C (-16.81, 16.42, 2.14)
H (-14.21, 18.64, 1.82)
H (-15.14, 18.59, 3.99)
H (-16.73, 17.97, 4.33)
H (-16.53, 19.28, 3.17)
H (-17.80, 16.86, 2.05)
H (-16.45, 15.89, 1.26)
H (-16.89, 15.64, 2.89)
C (-12.56, 16.35, 7.61)
O (-12.55, 17.54, 7.97)
N (-12.78, 16.04, 6.31)
C (-13.07, 14.67, 5.99)
C (-13.12, 17.08, 5.34)
H (-12.42, 15.51, 8.30)
H (-12.92, 14.55, 4.91)
H (-14.07, 14.33, 6.27)
H (-12.37, 13.97, 6.45)
H (-12.37, 17.07, 4.55)
H (-14.01, 16.82, 4.76)
H (-13.26, 18.08, 5.74)
C (-7.43, 20.50, -4.91)
O (-8.46, 20.68, -5.50)
N (-7.27, 20.62, -3.55)
C (-5.97, 20.58, -3.00)
C (-8.46, 20.86, -2.69)
H (-6.46, 20.33, -5.40)
H (-5.65, 21.56, -2.64)
H (-5.23, 20.11, -3.64)
H (-5.99, 20.05, -2.03)
H (-8.49, 20.17, -1.85)
H (-8.42, 21.93, -2.46)
H (-9.33, 20.65, -3.31)
C (-5.46, 12.87, 1.49)
O (-6.44, 12.14, 1.52)
N (-5.40, 14.10, 0.90)
C (-4.33, 15.01, 1.27)
C (-6.42, 14.68, 0.03)
H (-4.51, 12.61, 1.96)
H (-4.72, 15.96, 1.65)
H (-3.75, 15.16, 0.35)
H (-3.48, 14.65, 1.86)
H (-7.37, 14.15, 0.03)
H (-6.69, 15.67, 0.40)
H (-6.12, 14.82, -1.01)
C (-10.35, 19.16, 2.59)
O (-11.32, 19.01, 3.31)
N (-9.93, 18.25, 1.69)
C (-8.65, 18.46, 1.00)
C (-10.71, 17.08, 1.33)
H (-9.70, 20.05, 2.65)
H (-8.06, 19.04, 1.71)
H (-8.74, 18.99, 0.05)
H (-8.15, 17.50, 0.91)
H (-10.09, 16.19, 1.43)
H (-11.67, 16.99, 1.82)
H (-10.96, 17.16, 0.27)

These are the Löwdin partial charges, in e, on atoms 1 to 5: atom 1 (C): 0.046, atom 2 (N): -0.420, atom 3 (O): 0.064, atom 4 (O): 0.020, atom 5 (H): 0.084



spin multiplicity of number 5 (C32H36BrCsN9O5S4)? 1



What is the spin multiplicity in the fifth record? 1



Among the records above, which one has the highest spin multiplicity? C28H18ClMoN5O2S